Entry 1:
Molecular formula: H16O8
Method: DFT, ωB97M-V with the def2-TZVPD basis set

Calculated values
- HOMO: -10.57 eV
- E: -611.4678 hartree
- SMILES: O.O.O.O.O.O.O.O
- LUMO level: 0.0 eV

Element x y z (Å)
H (0.30349, -0.13275, -1.29528)
H (0.32763, -0.02016, 0.22024)
H (-1.32196, -3.70028, 0.00960)
H (0.13762, -4.11767, -0.06427)
H (0.06083, 0.09153, -3.77356)
H (0.39062, 1.53826, -3.44455)
H (0.23051, 0.08271, 2.08406)
H (-0.13246, 0.96955, 3.26381)
H (-1.45974, 2.68971, 1.38393)
H (-1.87567, 1.39883, 0.69788)
H (2.85229, -1.21146, 2.97860)
H (1.65789, -2.14598, 3.07923)
H (-0.46451, -2.28468, -1.91771)
H (-0.52771, -1.25364, -3.03261)
H (-1.78587, 3.73873, -1.73470)
H (-0.58993, 3.23342, -0.94448)
O (0.81189, 0.24621, -0.56940)
O (-0.61673, -3.89009, -0.61938)
O (0.19972, 0.68920, -3.03026)
O (0.61480, 0.52209, 2.85104)
O (-1.57073, 1.74573, 1.54385)
O (2.43400, -1.84936, 3.56776)
O (-0.64752, -1.35264, -2.08138)
O (-0.95081, 4.02934, -1.35101)

Atoms 1-3, force components in eV/Å:
0.0032 -0.1377 -0.1084
0.1851 0.1042 -0.2229
-0.0395 0.0003 -0.1093

Charges per atom according to natural (NBO) partitioning, unit e:
1 H 0.502
2 H 0.431
3 H 0.479
4 H 0.481
5 H 0.448
6 H 0.485
7 H 0.450
8 H 0.480
9 H 0.481
10 H 0.473
11 H 0.474
12 H 0.459
13 H 0.501
14 H 0.454
15 H 0.466
16 H 0.475
17 O -0.964
18 O -0.952
19 O -0.927
20 O -0.931
21 O -0.953
22 O -0.933
23 O -0.938
24 O -0.941


Entry 2:
Molecular formula: H16O8Sr
Method: DFT, ωB97M-V with the def2-TZVPD basis set

Calculated values
- HOMO (alpha / beta): -22.88 / -22.19 eV
- 2S+1: 2
- E: -641.1681 hartree
- Charge: +3
- LUMO level (alpha / beta): -10.0 / -18.7 eV

Element x y z (Å)
Sr (0.07725, 0.07867, 0.08749)
O (-1.36507, 1.62453, -1.48216)
H (-2.29644, 1.76877, -1.64939)
H (-0.97289, 1.55511, -2.35257)
O (-0.38155, -0.56698, 2.73037)
H (0.33482, -0.61626, 3.36333)
H (-1.14536, -0.31893, 3.25123)
O (1.80097, 0.24282, -2.04953)
H (2.10821, -0.56627, -2.45845)
H (1.87543, 0.90319, -2.73846)
O (2.40432, 0.17519, 0.86582)
H (2.91653, 0.94064, 1.12652)
H (3.05861, -0.48115, 0.62629)
O (0.66700, 2.23635, 1.12217)
H (0.35174, 2.70128, 1.89721)
H (1.50653, 2.64914, 0.91965)
O (0.17795, -2.70114, 0.40914)
H (0.92053, -3.29894, 0.32285)
H (-0.59192, -3.26932, 0.38251)
O (-0.78156, -1.09511, -2.11266)
H (-1.66971, -1.43490, -2.22204)
H (-0.34188, -1.30290, -2.93712)
O (-2.52418, 0.13862, 0.87482)
H (-3.18265, -0.32434, 1.39283)
H (-2.94666, 0.96196, 0.63015)

Atoms 1-3, force components in eV/Å:
-0.4246 0.1657 0.0845
0.4696 -0.5431 0.4347
-0.6671 0.3195 -0.1069

Charges per atom according to natural (NBO) partitioning, unit e:
1 Sr 1.867
2 O -0.884
3 H 0.524
4 H 0.509
5 O -0.777
6 H 0.523
7 H 0.523
8 O -0.996
9 H 0.504
10 H 0.520
11 O -1.009
12 H 0.522
13 H 0.516
14 O -1.003
15 H 0.528
16 H 0.513
17 O -0.707
18 H 0.530
19 H 0.528
20 O -0.806
21 H 0.527
22 H 0.528
23 O -1.011
24 H 0.522
25 H 0.508


Entry 3:
Molecular formula: H17NO7
Method: DFT, ωB97M-V with the def2-TZVPD basis set

Calculated values
- HOMO: -10.30 eV
- E: -591.6043 hartree
- SMILES: N.O.O.O.O.O.O.O
- LUMO level: -0.1 eV

Element x y z (Å)
N (-2.34395, 2.27837, -1.34986)
H (-2.80481, 2.93517, -0.74247)
H (-1.77537, 1.61604, -0.83192)
H (-3.07799, 1.67302, -1.68525)
H (0.40932, -0.69690, -2.32973)
H (0.73598, 0.05756, -3.53717)
O (1.19087, -0.53122, -2.92025)
H (0.75223, 1.96469, 1.65097)
H (1.28493, 3.31959, 1.73367)
O (0.80332, 2.68994, 2.28784)
H (1.52109, -3.26515, 1.16404)
H (2.49376, -2.25294, 0.74477)
O (1.63075, -2.30550, 1.18193)
H (-0.79010, -1.19806, 1.39032)
H (-1.31628, -2.47773, 0.66826)
O (-1.48794, -1.54505, 0.81816)
H (1.35550, 0.70445, -1.20579)
H (0.54965, 2.18525, -1.20605)
O (1.09833, 1.52916, -0.77716)
H (0.04021, 0.41803, 2.52201)
H (0.80444, -0.74636, 2.33292)
O (0.23519, -0.38118, 3.03420)
H (-1.28274, -2.22278, -2.53127)
H (-1.03805, -1.56565, -1.04578)
O (-1.08251, -1.44823, -2.00882)

Atoms 1-3, force components in eV/Å:
0.1367 -0.5783 -0.4552
0.1718 0.0818 0.4731
0.1104 0.4094 0.4425

Charges per atom according to natural (NBO) partitioning, unit e:
1 N -1.079
2 H 0.360
3 H 0.362
4 H 0.357
5 H 0.487
6 H 0.465
7 O -0.979
8 H 0.463
9 H 0.471
10 O -0.936
11 H 0.477
12 H 0.483
13 O -0.955
14 H 0.493
15 H 0.468
16 O -0.954
17 H 0.512
18 H 0.499
19 O -1.020
20 H 0.457
21 H 0.472
22 O -0.918
23 H 0.491
24 H 0.507
25 O -0.985


Entry 4:
Molecular formula: H17O8
Method: DFT, ωB97M-V with the def2-TZVPD basis set

Calculated values
- HOMO: -14.32 eV
- E: -611.8964 hartree
- Charge: +1
- LUMO level: -2.8 eV

Element x y z (Å)
O (-0.28760, -0.07627, 0.62958)
H (0.54380, 0.43980, 0.89913)
H (-0.30332, -0.99837, 1.03483)
H (-0.41171, -0.22961, -0.33622)
O (-0.80703, 1.57476, -1.85217)
H (-1.68490, 1.76866, -1.50173)
H (-0.96928, 1.20231, -2.72455)
O (-2.55501, -1.58945, -0.36600)
H (-3.35163, -2.02635, -0.68158)
H (-1.95557, -1.54647, -1.12278)
O (-0.02867, -2.40051, 1.77186)
H (0.86869, -2.72191, 1.90924)
H (-0.60007, -2.96320, 2.30535)
O (2.55971, -0.62246, -0.26279)
H (2.92414, -0.65491, -1.15399)
H (3.33153, -0.68269, 0.31110)
O (1.28284, 1.50910, 1.79895)
H (0.76014, 2.29652, 1.52114)
H (2.19998, 1.79458, 1.84614)
O (-0.09384, -1.47021, -1.86878)
H (-0.17052, -1.37006, -2.82433)
H (0.71540, -1.97745, -1.73416)
O (-0.58058, 3.20269, 0.73842)
H (-0.28716, 3.95317, 0.20748)
H (-1.09933, 3.58832, 1.45583)

Atoms 1-3, force components in eV/Å:
-0.5319 -0.7712 -0.3227
0.1201 0.1605 -0.0038
0.1239 0.1407 0.3932

Charges per atom according to natural (NBO) partitioning, unit e:
1 O -0.831
2 H 0.557
3 H 0.552
4 H 0.564
5 O -0.950
6 H 0.485
7 H 0.471
8 O -0.968
9 H 0.484
10 H 0.479
11 O -0.953
12 H 0.499
13 H 0.512
14 O -0.962
15 H 0.482
16 H 0.483
17 O -0.970
18 H 0.516
19 H 0.497
20 O -0.973
21 H 0.493
22 H 0.501
23 O -0.956
24 H 0.495
25 H 0.492


Entry 5:
Molecular formula: H18LiO9
Method: DFT, ωB97M-V with the def2-TZVPD basis set

Calculated values
- HOMO: -14.14 eV
- E: -695.3525 hartree
- Charge: +1
- LUMO level: -3.6 eV

Element x y z (Å)
Li (0.50049, -0.04622, -0.23082)
O (-1.46637, 0.65054, 2.94388)
H (-0.72097, 0.33981, 2.44180)
H (-2.15006, 0.90420, 2.34115)
O (-0.90140, -3.56127, -0.64394)
H (-0.45468, -2.72530, -0.80333)
H (-0.72278, -4.15250, -1.41115)
O (-1.68262, -0.21753, -0.24088)
H (-1.96013, -0.77936, 0.45600)
H (-2.25860, -0.33429, -1.02667)
O (0.33815, 1.89463, 0.59088)
H (0.37569, 2.50802, -0.10715)
H (0.09662, 2.23087, 1.44214)
O (0.62816, 0.94682, -2.11449)
H (1.21220, 0.86747, -2.84912)
H (0.17634, 1.78382, -2.19251)
O (-2.31923, 2.65374, 0.09069)
H (-3.28418, 2.46747, 0.13215)
H (-1.83873, 1.79578, 0.11123)
O (0.67755, -0.71344, 1.80119)
H (1.64193, -0.56484, 1.91856)
H (0.49840, -1.65370, 1.86251)
O (2.82904, 0.34633, -0.13932)
H (2.73496, 1.22482, -0.55160)
H (3.64516, -0.04340, -0.45669)
O (1.24322, -1.87571, -0.84460)
H (2.17312, -2.10606, -0.78042)
H (0.98872, -1.84070, -1.73946)

Atoms 1-3, force components in eV/Å:
0.1346 0.2294 0.3750
-0.0611 0.1288 0.9553
0.4961 -0.3621 -0.3352

Charges per atom according to natural (NBO) partitioning, unit e:
1 Li 0.866
2 O -0.946
3 H 0.474
4 H 0.463
5 O -0.950
6 H 0.462
7 H 0.480
8 O -0.988
9 H 0.506
10 H 0.513
11 O -0.989
12 H 0.490
13 H 0.525
14 O -0.973
15 H 0.499
16 H 0.498
17 O -0.977
18 H 0.482
19 H 0.484
20 O -0.986
21 H 0.515
22 H 0.506
23 O -0.970
24 H 0.496
25 H 0.489
26 O -0.963
27 H 0.510
28 H 0.485


Entry 6:
Molecular formula: H18NO7
Method: DFT, ωB97M-V with the def2-TZVPD basis set

Calculated values
- HOMO: -13.77 eV
- E: -591.9026 hartree
- Charge: +1
- LUMO level: -3.5 eV

Element x y z (Å)
N (-0.26977, -0.54988, -0.33588)
H (-0.67177, 0.32512, -0.90788)
H (0.05023, -0.26188, 0.41512)
H (0.38023, -0.86088, -1.09088)
H (-0.95777, -1.39288, -0.13088)
O (-0.94877, 1.41112, 2.10112)
H (-1.49177, 0.93812, 2.69612)
H (-1.56277, 2.04612, 1.94612)
O (-3.21377, 0.83912, -0.15088)
H (-3.78477, 0.57012, -0.92388)
H (-3.41377, 0.37412, 0.59012)
O (-1.06677, -0.55988, -3.24388)
H (-1.97777, -0.40688, -3.28088)
H (-0.65877, -1.31588, -3.60488)
O (1.63823, 1.39712, 3.25612)
H (0.75023, 1.32512, 2.73812)
H (2.20723, 1.47312, 2.55412)
O (2.62323, -1.45488, 1.03512)
H (3.27823, -0.73888, 0.96812)
H (2.78223, -1.88788, 1.81612)
O (1.84323, -3.03288, -1.69088)
H (1.36023, -3.63888, -2.22088)
H (1.19923, -2.97288, -0.83388)
O (0.51823, 2.39112, -0.54588)
H (0.30723, 3.07612, -1.24488)
H (1.08023, 2.90812, 0.09012)

Atoms 1-3, force components in eV/Å:
-6.2144 -3.5198 -11.5822
0.0361 -2.2084 1.9490
4.7444 3.5988 9.2636

Charges per atom according to natural (NBO) partitioning, unit e:
1 N -0.847
2 H 0.509
3 H 0.405
4 H 0.467
5 H 0.445
6 O -0.936
7 H 0.474
8 H 0.484
9 O -0.957
10 H 0.491
11 H 0.469
12 O -0.991
13 H 0.494
14 H 0.501
15 O -0.940
16 H 0.476
17 H 0.445
18 O -0.962
19 H 0.484
20 H 0.479
21 O -0.913
22 H 0.468
23 H 0.450
24 O -0.982
25 H 0.494
26 H 0.493


Entry 7:
Molecular formula: H18O9
Method: DFT, ωB97M-V with the def2-TZVPD basis set

Calculated values
- HOMO: -9.76 eV
- E: -687.8726 hartree
- SMILES: O.O.O.O.O.O.O.O.O
- LUMO level: -0.3 eV

Element x y z (Å)
O (2.32300, 0.25126, -1.38593)
H (2.88200, -0.37974, -1.73593)
H (2.44300, 0.08526, -0.41393)
O (0.23700, 0.48026, -2.99593)
H (0.99600, 0.34626, -2.45093)
H (-0.39100, 0.08026, -2.42593)
O (0.01600, 2.82126, -0.30493)
H (0.14000, 3.44426, 0.36407)
H (-0.74800, 2.31226, -0.22693)
O (-1.92700, 0.10026, 2.46907)
H (-2.16400, 0.70426, 3.19607)
H (-2.40800, 0.62626, 1.89707)
O (3.39700, -0.28874, 1.27407)
H (2.65400, 0.30426, 1.25207)
H (4.24100, -0.05574, 0.96507)
O (-0.05200, -3.45074, -0.52093)
H (-0.07700, -2.59274, -0.51093)
H (-1.00700, -3.72174, -0.70693)
O (1.06900, 1.18826, 1.44007)
H (0.92400, 1.23126, 2.33307)
H (0.88400, 1.93926, 0.94107)
O (-3.58500, -1.05074, -0.89293)
H (-3.40200, -1.95974, -1.07193)
H (-4.48000, -1.40474, -0.53893)
O (-0.48700, -0.53074, -0.27093)
H (-1.42000, -0.55374, -0.06993)
H (-0.05800, 0.07426, 0.39207)

Atoms 1-3, force components in eV/Å:
-1.0008 1.7166 2.6798
1.8679 -2.1344 -1.4869
-0.2883 0.1427 -1.3285

Charges per atom according to natural (NBO) partitioning, unit e:
1 O -0.950
2 H 0.470
3 H 0.484
4 O -0.971
5 H 0.481
6 H 0.462
7 O -0.916
8 H 0.467
9 H 0.484
10 O -0.911
11 H 0.459
12 H 0.452
13 O -0.983
14 H 0.495
15 H 0.485
16 O -0.919
17 H 0.468
18 H 0.448
19 O -0.973
20 H 0.489
21 H 0.493
22 O -0.925
23 H 0.461
24 H 0.466
25 O -0.997
26 H 0.480
27 H 0.500


Entry 8:
Molecular formula: H18O9
Method: DFT, ωB97M-V with the def2-TZVPD basis set

Calculated values
- HOMO: -10.17 eV
- E: -687.9223 hartree
- SMILES: O.O.O.O.O.O.O.O.O
- LUMO level: -0.4 eV

Element x y z (Å)
O (-0.47948, 1.65989, -2.42148)
H (-0.99448, 1.08189, -3.03748)
H (0.46552, 1.34089, -2.29848)
O (1.41252, 1.70789, 0.67552)
H (0.81252, 1.02189, 0.52152)
H (1.89852, 1.63089, -0.12448)
O (-1.75848, 0.33889, 1.63052)
H (-1.89248, 0.84489, 0.86352)
H (-2.23248, -0.46711, 1.56952)
O (0.27352, -2.92211, 1.54652)
H (0.71452, -3.37311, 2.27452)
H (-0.52048, -3.43811, 1.48152)
O (-2.06048, -0.66611, -0.99548)
H (-2.27448, -1.62811, -0.98848)
H (-2.19448, -0.57411, -1.93648)
O (1.95552, 0.86289, -2.17148)
H (1.72952, 0.18089, -1.52948)
H (2.87352, 1.08789, -2.03348)
O (2.18252, -1.22911, 3.03052)
H (2.15952, -2.19111, 3.26652)
H (1.34052, -0.89611, 2.95552)
O (0.65852, -0.61411, -0.39648)
H (0.73052, -1.35011, 0.21052)
H (-0.28048, -0.54211, -0.60048)
O (-1.42548, 2.76789, -0.09548)
H (-0.90648, 2.36489, -0.77648)
H (-2.18748, 2.99989, -0.62048)

Atoms 1-3, force components in eV/Å:
-0.4084 -0.8129 -0.5574
1.2296 0.7722 0.7986
-1.0989 0.4150 -0.7868

Charges per atom according to natural (NBO) partitioning, unit e:
1 O -1.005
2 H 0.465
3 H 0.509
4 O -0.933
5 H 0.473
6 H 0.444
7 O -0.949
8 H 0.493
9 H 0.451
10 O -0.940
11 H 0.473
12 H 0.470
13 O -0.926
14 H 0.472
15 H 0.474
16 O -0.979
17 H 0.512
18 H 0.493
19 O -0.927
20 H 0.451
21 H 0.479
22 O -1.007
23 H 0.511
24 H 0.507
25 O -0.952
26 H 0.489
27 H 0.453


Entry 9:
Molecular formula: H18O9
Method: DFT, ωB97M-V with the def2-TZVPD basis set

Calculated values
- HOMO: -10.56 eV
- E: -687.9594 hartree
- SMILES: O.O.O.O.O.O.O.O.O
- LUMO level: -0.1 eV

Element x y z (Å)
O (0.51583, -0.75632, 2.36936)
H (1.03342, -0.78832, 3.18354)
H (-0.37929, -1.03238, 2.62258)
O (-0.06028, 0.54706, -0.33417)
H (0.11635, -0.06245, 0.40061)
H (-0.41528, 1.34930, 0.08048)
O (-0.36802, 3.42053, 1.05567)
H (-0.19373, 3.12440, 1.95684)
H (0.26006, 4.13842, 0.90326)
O (-1.83892, -1.68846, 1.33927)
H (-2.26237, -0.89170, 1.00033)
H (-1.17593, -1.91555, 0.64699)
O (-2.53294, 3.44470, -1.10253)
H (-3.26317, 3.20285, -0.52364)
H (-1.78371, 3.58416, -0.50724)
O (0.08507, -2.39240, -0.60911)
H (-0.30046, -3.17467, -1.02185)
H (1.02648, -2.59460, -0.48138)
O (2.36926, -2.67397, 0.91213)
H (3.08383, -3.06434, 1.42455)
H (2.02965, -1.92333, 1.42682)
O (2.02906, 1.65624, -1.89617)
H (2.73575, 1.00314, -1.91253)
H (1.36386, 1.30481, -1.25885)
O (-1.06493, -1.15976, -3.24528)
H (-0.35979, -0.77240, -2.70720)
H (-0.64980, -1.88496, -3.72247)

Atoms 1-3, force components in eV/Å:
0.4298 0.1041 0.4924
-0.0867 0.1521 -0.0846
-0.1323 -0.2481 -0.4520

Charges per atom according to natural (NBO) partitioning, unit e:
1 O -0.991
2 H 0.475
3 H 0.515
4 O -0.972
5 H 0.494
6 H 0.490
7 O -0.966
8 H 0.484
9 H 0.489
10 O -0.988
11 H 0.474
12 H 0.505
13 O -0.945
14 H 0.462
15 H 0.480
16 O -0.977
17 H 0.484
18 H 0.507
19 O -0.976
20 H 0.482
21 H 0.496
22 O -0.974
23 H 0.458
24 H 0.495
25 O -0.944
26 H 0.487
27 H 0.458


Entry 10:
Molecular formula: H18O9
Method: DFT, ωB97M-V with the def2-TZVPD basis set

Calculated values
- HOMO: -10.88 eV
- E: -687.9179 hartree
- SMILES: O.O.O.O.O.O.O.O.O
- LUMO level: -0.7 eV

Element x y z (Å)
O (-6.53530, 23.85230, 21.25703)
H (-5.58258, 23.81436, 21.17268)
H (-6.85274, 23.93504, 20.35780)
O (-6.79245, 29.77296, 18.19311)
H (-5.85636, 29.80253, 17.99541)
H (-7.00294, 28.83955, 18.21882)
O (-9.27573, 26.06649, 19.51555)
H (-8.85844, 25.24462, 19.25741)
H (-8.78059, 26.74265, 19.05308)
O (-7.39395, 23.91214, 18.70843)
H (-7.05445, 23.65458, 17.85133)
H (-7.95437, 23.18287, 18.97362)
O (-10.23751, 29.43012, 17.12195)
H (-10.23257, 29.83764, 17.98805)
H (-10.43017, 28.50800, 17.29171)
O (-5.99519, 26.95011, 20.88937)
H (-5.27482, 26.63596, 20.34292)
H (-6.78443, 26.62492, 20.45626)
O (-7.37857, 26.95912, 17.85701)
H (-7.70735, 26.82027, 16.96883)
H (-6.46084, 26.68990, 17.81801)
O (-11.47832, 26.44700, 16.69519)
H (-10.69574, 26.17894, 17.17681)
H (-11.24216, 26.33825, 15.77397)
O (-11.89843, 24.40297, 19.40366)
H (-12.63325, 23.83562, 19.17043)
H (-11.70917, 24.89194, 18.60284)

Atoms 1-3, force components in eV/Å:
-0.0602 -0.2175 0.5851
0.1992 0.0161 0.1061
0.2075 0.1632 -0.1399

Charges per atom according to natural (NBO) partitioning, unit e:
1 O -0.948
2 H 0.459
3 H 0.468
4 O -0.944
5 H 0.457
6 H 0.477
7 O -0.963
8 H 0.473
9 H 0.478
10 O -0.959
11 H 0.490
12 H 0.495
13 O -0.943
14 H 0.473
15 H 0.468
16 O -0.923
17 H 0.449
18 H 0.474
19 O -0.955
20 H 0.487
21 H 0.485
22 O -0.940
23 H 0.468
24 H 0.473
25 O -0.934
26 H 0.463
27 H 0.470


So what do the calculations give for maximum force? Going down the list: 1.3; 1.3; 2.2; 1.0; 2.8; 13.6; 8.9; 4.4; 0.7; 0.9 eV Å⁻¹.
So what do the calculations give for ΔE to the lowest compared entry with this formula, charge and spin? Going down the list: 3.124; 0.000; 1.358; 0.405; 0.000; 4.886; 4.170; 2.815; 1.806; 2.937 eV.